Entry 1:
Here is a gas-phase ion, C10H13N2 (charge +1) in a non-equilibrium geometry from OMol25. Energies are from ωB97M-V/def2-TZVPD.

Last column: Mulliken charge in e.
Positions of all 25 atoms, in Å:
C (2.43177, 1.28070, -1.06298)  -1.156
C (2.42538, 0.86729, 0.41758)  -0.287
C (1.05937, 0.84024, 1.13242)  0.122
N (-0.02856, 1.47242, 0.81672)  -0.330
C (-1.19027, 1.01894, 0.49880)  0.501
C (-2.28075, 1.85047, 0.18788)  -0.604
C (-3.37570, 1.27110, -0.30930)  -0.376
C (-3.59006, -0.19643, -0.26567)  -0.574
C (-2.57886, -1.04000, -0.07775)  -0.618
C (-1.24699, -0.45499, 0.32551)  1.172
N (-0.10193, -0.99370, 0.45340)  -0.191
C (0.04732, -2.38285, 0.27171)  -1.014
H (2.43020, 2.32673, -1.18318)  0.357
H (1.53814, 0.88684, -1.65992)  0.285
H (3.41910, 0.93566, -1.51385)  0.336
H (3.22076, 1.59609, 0.81250)  0.330
H (2.91400, -0.20058, 0.50254)  0.296
H (1.05432, 0.41900, 2.25291)  0.331
H (-2.22512, 2.94518, 0.38954)  0.392
H (-4.08287, 1.94946, -0.73934)  0.399
H (-4.51135, -0.50345, -0.75450)  0.382
H (-2.94086, -2.09588, 0.06238)  0.266
H (0.93278, -2.83551, 0.70486)  0.353
H (-0.13795, -2.63790, -0.81560)  0.386
H (-0.88043, -3.06612, 0.68898)  0.241

* SMILES: CCC=[N+]=C1C=CC=C/C1=N\C
* charge: +1
* energy relative to the best compared isomer or geometry (same formula, charge and spin): 412.7 kJ/mol
* F_max: 4.7 eV/A
* E_HOMO (alpha / beta): -13.159 / -13.159 eV

=====

Entry 2:
Here is a gas-phase ion, C10H13N2O (charge +1) in a non-equilibrium geometry from OMol25. Energies are from ωB97M-V/def2-TZVPD.

Last column: Mulliken charge in e.
Positions of all 26 atoms, in Å:
C (-3.35232, -1.22886, 1.57803)  -0.806
C (-2.57359, -0.78356, 0.60432)  -0.161
C (-2.25415, 0.69653, 0.44771)  0.741
O (-2.78608, 1.60261, 1.00289)  -0.544
N (-1.24717, 1.03736, -0.41880)  -0.333
N (-0.40583, 0.12839, -1.09194)  0.532
C (-0.23179, 0.53378, -2.50462)  -0.757
C (0.89121, 0.02791, -0.31290)  0.774
C (1.75594, 1.10067, -0.28907)  -0.302
C (2.99563, 1.03824, 0.41961)  -0.823
C (3.11935, -0.03582, 1.31804)  -0.398
C (2.31563, -1.13895, 1.25797)  -0.631
C (1.12818, -1.04015, 0.48047)  -0.196
H (-3.44499, -2.29427, 1.87200)  0.281
H (-3.81303, -0.45270, 2.14838)  0.330
H (-2.02209, -1.53662, -0.11149)  0.225
H (-1.11700, 1.99145, -0.36712)  0.202
H (-0.95113, -0.72191, -1.02476)  0.196
H (-1.08228, 1.23592, -2.68044)  0.354
H (0.72833, 0.90896, -2.59174)  0.334
H (-0.36048, -0.42567, -3.16919)  0.316
H (1.70041, 1.77059, -1.13139)  0.320
H (3.87279, 1.60252, 0.35440)  0.414
H (4.08149, -0.15468, 1.81424)  0.328
H (2.59644, -1.96290, 1.94943)  0.339
H (0.45653, -1.89884, 0.44598)  0.265

* SMILES: C=CC(=O)N[N@@H+](C)c1ccccc1
* charge: +1
* energy relative to the best compared isomer or geometry (same formula, charge and spin): 446.9 kJ/mol
* F_max: 4.0 eV/A
* E_HOMO: -13.535 eV

=====

Entry 3:
Here is a gas-phase ion, C10H13N2O (charge +1) in a non-equilibrium geometry from OMol25. Energies are from ωB97M-V/def2-TZVPD.

Last column: Mulliken charge in e.
Positions of all 26 atoms, in Å:
C (-1.67596, -0.67288, -1.42947)  -0.783
N (-0.76037, -1.85076, -1.29320)  -0.028
C (-0.41007, -2.58918, -2.52622)  -0.765
C (0.48913, -1.26159, -0.65174)  -0.315
N (-0.06484, -0.88191, 1.04325)  -0.767
C (0.22965, 0.31392, 1.36067)  1.025
C (-0.21104, 0.70793, 2.69980)  -0.647
C (0.23047, 1.86158, 3.26170)  -0.610
C (0.87903, 2.85580, 2.47324)  -0.429
C (1.20541, 2.59916, 1.19488)  -0.860
C (0.96381, 1.33368, 0.58427)  0.747
C (1.10454, 1.04234, -0.72022)  -0.519
O (0.85007, -0.13569, -1.31875)  -0.328
H (-1.49271, -0.22569, -2.47695)  0.305
H (-2.62117, -1.12745, -1.59385)  0.426
H (-1.56584, -0.19235, -0.52854)  0.340
H (-1.05376, -2.51706, -0.48797)  0.414
H (-0.19497, -1.74126, -3.29171)  0.315
H (0.41633, -3.39943, -2.37059)  0.291
H (-1.15444, -3.14985, -2.86445)  0.405
H (1.31862, -1.85303, -0.54640)  0.469
H (-0.71558, -0.01181, 3.40021)  0.317
H (0.01291, 2.09370, 4.20687)  0.535
H (1.10337, 3.85458, 2.68126)  0.406
H (1.68808, 3.33133, 0.68480)  0.457
H (1.42932, 1.61592, -1.49090)  0.598

* SMILES: C[NH+](C)[C@@H]1N=c2ccccc2=CO1
* charge: +1
* energy relative to the best compared isomer or geometry (same formula, charge and spin): 552.3 kJ/mol
* F_max: 5.9 eV/A
* E_HOMO (alpha / beta): -11.435 / -11.436 eV

=====

Entry 4:
Here is C10H13N2P in the gas phase in a non-equilibrium geometry from OMol25. Energies are from ωB97M-V/def2-TZVPD.

Last column: Mulliken charge in e.
Positions of all 26 atoms, in Å:
C (-2.11334, 3.14649, 0.40275)  -1.328
C (-1.28214, 2.01952, 0.02598)  0.886
C (0.08292, 1.78625, 0.59080)  0.956
C (0.56719, 2.68465, 1.60840)  -1.551
C (0.69967, 0.78526, 0.03008)  -0.715
P (-0.29875, -0.11713, -1.19123)  -0.114
C (-0.79907, -1.80236, -0.47590)  -0.749
N (0.46402, -2.48140, -0.55155)  0.433
C (0.71257, -3.74687, -0.23855)  -0.230
C (2.02255, -3.92546, -0.59803)  -0.714
C (2.45930, -2.68143, -1.06715)  -0.163
N (1.50466, -1.79301, -1.01630)  -0.618
C (-1.61330, 1.10532, -0.90188)  -0.674
H (-1.72145, 4.17138, 0.06803)  0.296
H (-2.27867, 3.24904, 1.47128)  0.319
H (-3.08169, 3.09730, -0.17545)  0.336
H (0.12767, 2.43946, 2.63764)  0.272
H (0.31732, 3.72325, 1.43775)  0.341
H (1.63054, 2.66369, 1.71419)  0.419
H (1.71926, 0.51148, 0.37067)  0.364
H (-1.47812, -2.32372, -1.11435)  0.420
H (-1.15786, -1.96873, 0.52616)  0.416
H (-0.10426, -4.29286, 0.00411)  0.490
H (2.65875, -4.80374, -0.40131)  0.337
H (3.47326, -2.46316, -1.52999)  0.343
H (-2.51102, 1.01678, -1.62615)  0.227

* SMILES: CC1=C(C)C=P(Cn2cccn2)=C1
* energy relative to the best compared isomer or geometry (same formula, charge and spin): 81.9 kJ/mol
* F_max: 3.4 eV/A
* E_HOMO: -7.950 eV

=====

Entry 5:
Here is a gas-phase ion, C10H13N2S2 (charge +1) in a non-equilibrium geometry from OMol25. Energies are from ωB97M-V/def2-TZVPD.

Last column: Mulliken charge in e.
Positions of all 27 atoms, in Å:
C (-1.86878, -1.44303, -0.22447)  -0.691
C (-1.95960, -0.84178, -1.47003)  -0.629
C (-0.02479, 0.60288, -1.03773)  -0.082
C (-0.92059, -0.90750, 0.71031)  0.111
C (-1.07751, 0.08879, -1.83678)  0.636
C (-0.07568, 0.12683, 0.28025)  0.245
C (0.41331, 1.93730, -2.95492)  -0.665
C (-0.06248, 0.54784, 2.75184)  -0.287
C (2.11551, 1.73865, -1.17429)  -0.937
C (0.43213, -2.28203, 2.34355)  -1.003
N (0.84034, 1.42036, -1.70157)  -0.031
N (-0.70212, -1.39569, 2.00798)  -0.191
S (-1.08922, 0.90971, -3.42103)  -0.164
S (1.02401, 0.83864, 1.53141)  -0.018
H (-2.70016, -2.14287, 0.06464)  0.286
H (-2.88133, -0.86790, -2.03183)  0.360
H (0.29256, 2.98549, -2.99398)  0.468
H (1.07451, 1.51354, -3.76533)  0.459
H (-1.03885, 0.79634, 2.58762)  0.313
H (0.37890, 0.39922, 3.68219)  0.408
H (1.94547, 2.00432, -0.07740)  0.297
H (2.89199, 0.96315, -1.19324)  0.304
H (2.48089, 2.40449, -1.95150)  0.391
H (1.33803, -2.00641, 1.91173)  0.412
H (0.56039, -2.32405, 3.50906)  0.294
H (0.13313, -3.22352, 2.06891)  0.418
H (-1.52006, -1.84278, 2.38460)  0.297

* charge: +1
* energy relative to the best compared isomer or geometry (same formula, charge and spin): 169.6 kJ/mol
* F_max: 4.1 eV/A
* E_HOMO (alpha / beta): -10.918 / -10.918 eV

=====

Entry 6:
Here is C10H13N3 in the gas phase in a non-equilibrium geometry from OMol25. Energies are from ωB97M-V/def2-TZVPD.

Last column: Mulliken charge in e.
Positions of all 26 atoms, in Å:
N (-4.42576, -0.53288, -0.59915)  -0.652
C (-3.32003, -0.23783, 0.28718)  -0.770
C (-1.90574, 0.23172, -0.31517)  -0.374
C (-0.98792, 0.54541, 0.83627)  -0.884
N (0.23730, 0.92571, 0.33181)  0.235
C (0.75818, 2.12504, 0.07893)  -0.052
N (2.00125, 2.22132, -0.24570)  -0.691
C (2.42990, 0.86079, -0.17735)  0.523
C (3.70470, 0.38105, -0.41543)  -0.640
C (3.83271, -1.03518, -0.14612)  -0.420
C (2.63789, -1.87428, 0.01344)  -0.630
C (1.38498, -1.38805, 0.30633)  -0.473
C (1.31428, 0.02588, 0.12993)  0.495
H (-4.23934, -1.31278, -1.16689)  0.285
H (-4.40280, 0.25555, -1.34511)  0.289
H (-3.52139, 0.59821, 0.92257)  0.357
H (-3.10440, -1.06632, 0.91520)  0.376
H (-1.77482, 0.94759, -1.10522)  0.450
H (-1.27461, -0.50812, -1.04819)  0.245
H (-1.12975, -0.35288, 1.42083)  0.290
H (-1.12256, 1.53693, 1.50727)  0.315
H (0.01971, 2.94786, -0.17540)  0.351
H (4.52304, 1.10344, -0.38993)  0.360
H (4.79194, -1.48884, -0.21893)  0.391
H (3.06092, -2.84988, 0.05362)  0.336
H (0.51232, -2.05946, 0.54518)  0.287

* SMILES: NCCCn1cnc2ccccc21
* energy relative to the best compared isomer or geometry (same formula, charge and spin): 227.8 kJ/mol
* F_max: 5.8 eV/A
* E_HOMO: -8.447 eV

=====

Entry 7:
Here is a molecular structure, C10H13N3O4Pt from OMol25. Energies are from ωB97M-V/def2-TZVPD.

Last column: Mulliken charge in e.
Positions of all 31 atoms, in Å:
Pt (-0.01804, 0.04361, -0.04421)  0.986
O (-2.85341, -3.09032, -0.82745)  -0.684
C (-1.91667, -2.32659, -0.68712)  0.244
O (-1.91887, -1.19007, -0.08816)  -0.686
C (-0.55724, -2.70913, -1.25680)  0.474
C (-0.32925, -3.89689, -1.92693)  -0.457
C (0.94818, -4.15821, -2.40216)  -0.284
C (1.95320, -3.22576, -2.18700)  -0.455
C (1.64443, -2.06180, -1.50772)  0.473
N (0.41489, -1.82492, -1.06366)  -0.447
C (2.67131, -0.97770, -1.20985)  0.243
O (3.81805, -1.12894, -1.58747)  -0.684
O (2.18952, 0.01770, -0.55603)  -0.686
H (-1.16438, -4.57185, -2.04982)  0.481
H (1.15820, -5.07841, -2.93130)  0.433
H (2.97273, -3.35576, -2.52142)  0.481
N (-1.72137, 1.17288, 0.99325)  -0.541
C (-1.48946, 1.44375, 2.41797)  -0.587
C (-0.44862, 2.53991, 2.61891)  -0.521
C (0.94871, 2.16107, 2.13986)  -0.588
N (0.98810, 1.96963, 0.68428)  -0.541
H (-2.06448, 2.00255, 0.52196)  0.196
H (-2.40658, 0.42860, 0.85899)  0.473
H (-1.14465, 0.51923, 2.88329)  0.306
H (-2.41880, 1.73787, 2.91502)  0.379
H (-0.39534, 2.77122, 3.68325)  0.335
H (-0.77516, 3.44906, 2.10094)  0.304
H (1.25761, 1.22610, 2.60954)  0.307
H (1.65534, 2.93660, 2.45042)  0.380
H (1.91968, 1.70095, 0.36582)  0.473
H (0.72756, 2.82349, 0.20333)  0.196

* <S²>: 2.009
* multiplicity: 3
* F_max: 0.3 eV/A
* E_HOMO (alpha / beta): -8.375 / -9.277 eV

=====

Entry 8:
Here is a molecular structure, C10H13N3O5V from OMol25. Energies are from ωB97M-V/def2-TZVPD.

Last column: Mulliken charge in e.
Positions of all 32 atoms, in Å:
V (-0.51525, 0.20108, -0.66999)  1.003
O (-0.56173, 1.53131, 5.24173)  -0.482
C (-0.52740, 1.28939, 3.93325)  1.050
C (-0.16262, 2.26235, 2.98790)  -0.576
C (-0.14732, 1.88503, 1.66513)  -0.021
N (-0.43793, 0.64197, 1.30999)  -0.187
C (-0.85236, -0.27524, 2.17765)  0.213
C (-0.90145, -0.00286, 3.52166)  -0.713
C (-1.31915, -1.52054, 1.44257)  0.481
O (-1.64081, -2.53451, 1.98452)  -0.546
O (-1.33240, -1.30075, 0.12071)  -0.611
C (0.08279, 2.75173, 0.43587)  0.479
O (0.48169, 3.87762, 0.49321)  -0.550
O (-0.24041, 2.08429, -0.67219)  -0.647
H (-0.30153, 2.43681, 5.44851)  0.322
H (0.07272, 3.28099, 3.26828)  0.463
H (-1.24118, -0.73704, 4.23816)  0.576
N (-0.97151, -0.17273, -2.74578)  -0.489
C (-0.40592, -1.45314, -3.25976)  -0.589
C (1.11208, -1.48501, -3.16390)  -0.684
C (1.67713, -1.61328, -1.75728)  -0.547
N (1.48520, -0.37195, -0.95240)  -0.386
H (-1.98366, -0.20018, -2.86054)  0.319
H (-0.65985, 0.59673, -3.33714)  0.290
H (-0.70895, -1.59709, -4.29760)  0.406
H (-0.84241, -2.26087, -2.66971)  0.342
H (1.54240, -0.61133, -3.66681)  0.297
H (1.45937, -2.34938, -3.73161)  0.352
H (2.74199, -1.84294, -1.81131)  0.415
H (1.18563, -2.42693, -1.22131)  0.360
H (1.96963, 0.40579, -1.40109)  0.344
H (1.94322, -0.48933, -0.05072)  0.316

* <S²>: 2.011
* charge: +1
* energy relative to the best compared isomer or geometry (same formula, charge and spin): 0.0 kJ/mol
* multiplicity: 3
* F_max: 0.4 eV/A
* E_HOMO (alpha / beta): -12.913 / -13.499 eV

=====

Entry 9:
Here is a molecular structure, C10H13N4OPdS2 from OMol25. Energies are from ωB97M-V/def2-TZVPD.

Last column: Mulliken charge in e.
Positions of all 31 atoms, in Å:
Pd (-0.81381, 1.39888, 0.61956)  0.003
C (-2.30863, 2.09446, -4.72566)  -0.754
S (-3.35258, 2.43805, -3.29537)  -0.145
C (-2.21952, 1.99847, -1.97856)  0.399
S (-2.17885, 3.03835, -0.59506)  -0.462
N (-1.54926, 0.92015, -2.16662)  -0.480
N (-0.48168, 0.73975, -1.27477)  -0.430
C (-0.47773, -0.41457, -0.61751)  -0.141
C (0.76913, -1.05085, -0.15771)  0.799
C (0.68877, -2.38350, 0.28314)  -0.819
C (1.82062, -3.02561, 0.73952)  -0.279
C (3.02955, -2.33853, 0.73157)  -0.423
C (3.01806, -1.03416, 0.25904)  -0.280
N (1.93503, -0.39284, -0.16475)  -0.416
H (-2.87352, 2.36999, -5.61736)  0.290
H (-2.04579, 1.04095, -4.76672)  0.247
H (-1.40092, 2.69372, -4.67835)  0.244
H (-1.33029, -1.08879, -0.70143)  0.343
H (-0.26776, -2.89048, 0.26688)  0.318
H (1.76397, -4.04912, 1.09075)  0.390
H (3.94937, -2.79169, 1.07567)  0.386
H (3.94245, -0.46362, 0.22533)  0.366
C (-0.68529, -0.45844, 3.05830)  -0.890
C (-0.15115, 0.89028, 2.63522)  0.618
N (1.24590, 1.03369, 2.79538)  -0.538
O (-0.88032, 1.92065, 2.67771)  -0.689
H (-0.55303, -0.56868, 4.13941)  0.384
H (-0.15718, -1.27409, 2.56290)  0.115
H (-1.74322, -0.51686, 2.81386)  0.253
H (1.75293, 0.26015, 2.38411)  0.254
H (1.55474, 1.90427, 2.38153)  0.337

* charge: -1
* energy relative to the best compared isomer or geometry (same formula, charge and spin): 0.0 kJ/mol
* F_max: 0.5 eV/A
* E_HOMO: -3.527 eV